No. 1
The following is a DFT calculation (wB97M-V/def2-TZVPD) of a molecular structure, C7H9NO3S at a distorted geometry.

HOMO energy   -8.418 eV
M   187.220 g mol⁻¹
Relative energy (zero: lowest compared OMol25 entry of this formula, charge and spin)   119.89 kcal per mole
Calculated total energy   -25867.2806 eV
LUMO   -0.48 eV
Frontier orbital gap   7.9 eV

Last column: natural (NBO) charge in e.
Atoms and positions in Å:
C (-3.877, 1.236, -0.241)  -0.28
C (-2.362, -0.730, 0.283)  0.77
C (-0.953, -1.041, 0.299)  -0.39
C (0.225, -0.228, 0.059)  0.17
C (1.323, 2.035, -0.160)  -0.25
C (2.381, 1.373, 0.750)  -0.48
C (1.564, -1.066, -0.106)  0.33
H (-4.428, 1.522, 0.929)  0.18
H (-3.743, 2.261, -0.677)  0.20
H (-4.426, 0.372, -0.833)  0.22
H (-0.825, -2.051, 0.506)  0.25
H (-0.910, 1.354, -1.068)  0.48
H (1.177, 3.079, 0.456)  0.21
H (1.664, 2.684, -1.223)  0.21
H (1.899, 1.261, 1.790)  0.24
H (3.401, 1.860, 0.885)  0.25
N (0.150, 1.138, -0.306)  -0.65
O (-2.523, 0.676, -0.143)  -0.61
O (-3.248, -1.509, 0.300)  -0.55
O (1.374, -2.299, -0.391)  -0.54
S (3.157, -0.295, -0.128)  0.22

***

No. 2
The following is a DFT calculation (wB97M-V/def2-TZVPD) of 14 unconnected molecules or ions with the total composition C3H22F9O20S3 at a distorted geometry.

HOMO energy   -1.746 eV
M   645.372 g mol⁻¹
Relative energy (zero: lowest compared OMol25 entry of this formula, charge and spin)   0.00 kcal per mole
Net charge   -3
Calculated total energy   -101384.2762 eV
LUMO   5.76 eV
Frontier orbital gap   7.5 eV

Last column: natural (NBO) charge in e.
Atoms and positions in Å:
C (-1.513, -1.617, 4.388)  0.72
F (-2.683, -2.304, 4.316)  -0.34
F (-0.709, -2.230, 5.304)  -0.34
F (-0.876, -1.588, 3.191)  -0.32
S (-1.881, 0.142, 5.107)  2.31
O (-2.327, -0.027, 6.457)  -1.01
O (-0.526, 0.750, 5.080)  -1.00
O (-2.859, 0.789, 4.253)  -0.99
C (-2.844, 3.149, -1.558)  0.71
F (-2.097, 3.138, -0.484)  -0.32
F (-3.149, 4.413, -1.789)  -0.33
F (-2.015, 2.780, -2.519)  -0.32
S (-4.375, 2.065, -1.338)  2.31
O (-5.063, 2.058, -2.596)  -1.00
O (-3.854, 0.726, -0.971)  -1.03
O (-5.205, 2.762, -0.300)  -0.98
C (-0.102, 0.581, -0.083)  0.79
F (-1.062, 0.483, -0.966)  -0.28
F (0.313, 1.850, 0.075)  -0.33
F (-0.407, 0.108, 1.102)  -0.28
S (1.412, -0.464, -0.715)  2.30
O (1.790, 0.131, -2.008)  -1.03
O (2.427, -0.323, 0.331)  -1.05
O (0.989, -1.886, -0.815)  -1.04
O (-3.638, -1.741, -1.884)  -0.97
H (-3.588, -0.805, -1.691)  0.50
H (-3.091, -1.855, -2.661)  0.45
O (3.442, -0.865, -4.019)  -0.98
H (2.855, -0.304, -3.512)  0.50
H (2.900, -1.610, -4.277)  0.47
O (2.306, -4.058, -1.462)  -0.98
H (3.086, -4.196, -0.925)  0.46
H (1.764, -3.460, -0.947)  0.50
O (0.965, 2.861, -2.846)  -0.95
H (1.415, 2.489, -3.605)  0.46
H (0.865, 2.125, -2.242)  0.49
O (0.071, -3.555, -3.488)  -0.96
H (0.124, -4.490, -3.289)  0.46
H (0.588, -3.133, -2.802)  0.49
O (3.400, 1.816, 2.327)  -0.94
H (3.245, 1.377, 1.491)  0.48
H (4.326, 2.057, 2.303)  0.45
O (-0.790, -3.061, 0.624)  -0.99
H (-1.000, -2.407, 1.291)  0.48
H (-0.119, -2.645, 0.082)  0.47
O (4.736, 1.183, -0.452)  -0.97
H (5.375, 0.688, -0.966)  0.46
H (4.006, 0.577, -0.328)  0.50
O (-3.044, -1.016, 1.233)  -0.97
H (-2.921, -0.500, 2.030)  0.47
H (-3.387, -0.391, 0.594)  0.49
O (2.610, -1.391, 3.114)  -0.95
H (2.575, -0.935, 2.273)  0.49
H (2.323, -2.282, 2.916)  0.46
O (1.618, 5.048, -0.838)  -0.95
H (2.517, 4.721, -0.843)  0.46
H (1.082, 4.274, -0.661)  0.49

***

No. 3
The following is a DFT calculation (wB97M-V/def2-TZVPD) of 2 unconnected molecules or ions with the total composition C5H15N2O at a distorted geometry.

HOMO energy   -12.277 eV
M   119.188 g mol⁻¹
Relative energy (zero: lowest compared OMol25 entry of this formula, charge and spin)   54.14 kcal per mole
Net charge   +1
Calculated total energy   -10448.2132 eV
LUMO   -3.59 eV
Frontier orbital gap   8.7 eV

Last column: natural (NBO) charge in e.
Atoms and positions in Å:
O (2.022, -1.437, -2.837)  -0.49
C (2.799, -0.818, -2.172)  0.43
C (2.283, 0.242, -1.206)  -0.34
N (0.818, 0.357, -1.505)  -0.71
H (3.876, -1.026, -2.205)  0.18
H (2.437, -0.113, -0.190)  0.26
H (2.761, 1.203, -1.376)  0.26
H (0.612, 1.290, -1.852)  0.45
H (0.587, -0.381, -2.183)  0.47
H (0.270, 0.248, -0.641)  0.47
C (-1.001, 1.327, 1.039)  -0.43
N (-1.865, 0.198, 1.250)  -0.41
C (-1.824, -0.763, 0.168)  -0.41
C (-1.566, -0.434, 2.523)  -0.42
H (-1.210, 1.837, 0.092)  0.19
H (0.094, 1.115, 1.085)  0.12
H (-1.149, 2.091, 1.802)  0.24
H (-2.543, -1.556, 0.358)  0.24
H (-2.061, -0.293, -0.792)  0.19
H (-0.825, -1.238, 0.035)  0.12
H (-2.235, -1.279, 2.691)  0.22
H (-1.730, 0.282, 3.326)  0.22
H (-0.547, -0.852, 2.592)  0.16

***

No. 4
The following is a DFT calculation (wB97M-V/def2-TZVPD) of 2 unconnected molecules or ions with the total composition C2H7NS at a distorted geometry.

HOMO energy (spin up / spin down)   -11.956 / -11.956 eV
M   77.152 g mol⁻¹
⟨S²⟩   0.757
Relative energy (zero: lowest compared OMol25 entry of this formula, charge and spin)   68.23 kcal per mole
Net charge   +1
Calculated total energy   -14501.1457 eV
LUMO (spin up / spin down)   -6.08 / -9.22 eV
2S+1   2
Frontier orbital gap (spin up / spin down)   5.9 / 2.7 eV

Last column: Löwdin spin population.
Atoms and positions in Å:
S (-4.416, -1.940, 0.130)  0.00
H (-3.802, -1.963, -1.024)  0.00
C (2.399, 0.497, 0.764)  0.11
C (0.996, 1.284, -0.970)  0.10
N (1.896, 1.488, -0.102)  0.66
H (1.979, 0.672, 1.790)  0.03
H (2.055, -0.535, 0.614)  0.04
H (3.469, 0.516, 0.927)  0.00
H (0.880, 0.250, -1.307)  0.04
H (0.242, 2.030, -1.217)  0.02
H (-5.699, -2.297, 0.394)  0.00

***

No. 5
The following is a DFT calculation (wB97M-V/def2-TZVPD) of a single C4H6N2 molecule at a distorted geometry.

HOMO energy   -8.954 eV
M   82.106 g mol⁻¹
Relative energy (zero: lowest compared OMol25 entry of this formula, charge and spin)   88.64 kcal per mole
Calculated total energy   -7221.7470 eV
LUMO   -0.20 eV
Frontier orbital gap   8.7 eV

Last column: natural (NBO) charge in e.
Atoms and positions in Å:
C (-1.901, -0.245, 0.022)  -0.63
C (-0.402, -0.027, -0.026)  0.12
C (-0.108, 1.302, -0.081)  0.00
N (2.065, 0.546, 0.035)  -0.67
C (1.704, -0.682, -0.158)  0.28
N (0.407, -1.070, -0.124)  -0.56
H (-2.490, 0.674, 0.132)  0.22
H (-2.097, -0.898, 0.874)  0.24
H (-2.200, -0.734, -0.906)  0.24
H (-0.474, 1.965, 0.717)  0.19
H (3.079, 0.657, -0.112)  0.38
H (2.417, -1.488, -0.373)  0.18

***

No. 6
The following is a DFT calculation (wB97M-V/def2-TZVPD) of a single C20H26N4O2S molecule at a distorted geometry.

HOMO energy   -7.549 eV
M   386.521 g mol⁻¹
Relative energy (zero: lowest compared OMol25 entry of this formula, charge and spin)   14.20 kcal per mole
Calculated total energy   -42054.0058 eV
SMILES   CCCC[C@H](CC)CNC(=O)C[C@@H]1Nc2c3ccccc3nc(=S)n2C1=O
LUMO   -0.86 eV
Frontier orbital gap   6.7 eV

Last column: natural (NBO) charge in e.
Atoms and positions in Å:
C (-4.999, -2.732, -0.383)  -0.61
C (-4.627, -2.138, 0.971)  -0.39
C (-4.057, -0.723, 0.869)  -0.39
C (-2.704, -0.680, 0.162)  -0.42
C (-2.001, 0.676, 0.287)  -0.16
C (-2.808, 1.851, -0.286)  -0.41
C (-3.223, 1.697, -1.745)  -0.62
C (-0.615, 0.582, -0.351)  -0.24
N (0.167, 1.770, -0.071)  -0.61
C (1.206, 2.139, -0.830)  0.66
O (1.540, 1.570, -1.853)  -0.64
C (2.032, 3.304, -0.272)  -0.49
C (3.127, 2.694, 0.627)  -0.14
N (3.863, 1.646, -0.034)  -0.55
C (3.432, 0.444, 0.393)  0.53
C (3.778, -0.826, -0.062)  -0.20
C (4.662, -1.083, -1.135)  -0.14
C (4.956, -2.369, -1.478)  -0.25
C (4.379, -3.447, -0.771)  -0.15
C (3.511, -3.235, 0.257)  -0.23
C (3.169, -1.917, 0.648)  0.25
N (2.283, -1.739, 1.616)  -0.52
C (1.907, -0.548, 2.025)  0.22
S (0.661, -0.303, 3.063)  -0.16
N (2.595, 0.593, 1.464)  -0.48
C (2.424, 1.940, 1.760)  0.71
O (1.818, 2.428, 2.668)  -0.49
H (-5.692, -2.078, -0.909)  0.20
H (-4.118, -2.873, -1.003)  0.20
H (-5.478, -3.700, -0.251)  0.21
H (-3.898, -2.784, 1.464)  0.20
H (-5.520, -2.108, 1.600)  0.20
H (-4.775, -0.091, 0.344)  0.19
H (-3.933, -0.324, 1.879)  0.20
H (-2.055, -1.435, 0.613)  0.21
H (-2.821, -0.932, -0.893)  0.20
H (-1.849, 0.869, 1.357)  0.20
H (-2.210, 2.760, -0.188)  0.20
H (-3.702, 1.987, 0.325)  0.21
H (-3.764, 2.584, -2.067)  0.21
H (-3.874, 0.838, -1.880)  0.20
H (-2.356, 1.580, -2.390)  0.20
H (-0.096, -0.299, 0.048)  0.21
H (-0.671, 0.472, -1.436)  0.22
H (-0.001, 2.206, 0.824)  0.41
H (1.425, 3.988, 0.319)  0.24
H (2.491, 3.841, -1.103)  0.24
H (3.794, 3.471, 1.011)  0.24
H (4.205, 1.765, -0.975)  0.43
H (5.102, -0.255, -1.670)  0.20
H (5.632, -2.574, -2.294)  0.22
H (4.635, -4.454, -1.063)  0.22
H (3.056, -4.048, 0.800)  0.24

***

No. 7
The following is a DFT calculation (wB97M-V/def2-TZVPD) of 2 unconnected molecules or ions with the total composition CH6N2O2S at a distorted geometry.

HOMO energy (spin up / spin down)   -6.967 / -6.966 eV
M   110.138 g mol⁻¹
Relative energy (zero: lowest compared OMol25 entry of this formula, charge and spin)   27.55 kcal per mole
Calculated total energy   -19042.7026 eV
LUMO (spin up / spin down)   0.21 / 0.21 eV
Frontier orbital gap (spin up / spin down)   7.2 / 7.2 eV

Last column: natural (NBO) charge in e.
Atoms and positions in Å:
C (0.683, -1.272, 1.249)  0.31
N (0.193, -2.090, 0.266)  -0.77
N (0.550, 0.039, 1.136)  -0.72
O (-1.018, 3.119, -1.661)  -0.94
O (-0.379, -0.106, -1.318)  -1.03
S (0.246, 0.903, -0.345)  0.73
H (1.162, -1.726, 2.149)  0.20
H (-0.324, -1.631, -0.497)  0.47
H (0.399, -3.069, 0.316)  0.40
H (-1.200, 2.590, -2.349)  0.46
H (0.729, 0.738, 1.932)  0.44
H (-1.041, 2.506, -0.879)  0.45

***

No. 8
The following is a DFT calculation (wB97M-V/def2-TZVPD) of 2 unconnected molecules or ions with the total composition C4H13N.

HOMO energy   -9.152 eV
M   75.155 g mol⁻¹
Relative energy (zero: lowest compared OMol25 entry of this formula, charge and spin)   0.00 kcal per mole
Calculated total energy   -5848.6313 eV
SMILES   CCN.CC
LUMO   1.04 eV
Frontier orbital gap   10.2 eV

Last column: natural (NBO) charge in e.
Atoms and positions in Å:
C (2.161, -1.408, 1.814)  -0.61
C (2.024, -0.241, 0.855)  -0.22
N (0.635, -0.087, 0.429)  -0.86
H (1.740, -2.306, 1.369)  0.21
H (3.203, -1.576, 2.090)  0.20
H (1.596, -1.162, 2.713)  0.21
H (2.358, 0.699, 1.297)  0.18
H (2.698, -0.345, -0.008)  0.17
H (0.287, 0.861, 0.452)  0.36
H (0.426, -0.422, -0.496)  0.36
C (-1.862, 1.193, -1.879)  -0.61
C (-2.429, 0.302, -0.782)  -0.61
H (-0.792, 1.352, -1.755)  0.20
H (-2.359, 2.166, -1.894)  0.20
H (-2.037, 0.779, -2.874)  0.20
H (-2.117, 0.648, 0.208)  0.20
H (-3.512, 0.255, -0.683)  0.21
H (-2.021, -0.706, -0.855)  0.20